[1]
{"formula": "C2H3NOS2", "method": "ωB97M-V/def2-TZVPD", "species": ["C", "C", "N", "O", "S", "S", "H", "H", "H"], "positions_angstrom": [[-0.421, -1.356, 0.656], [-0.193, 0.603, -0.708], [0.700, -1.821, 0.581], [-0.998, -0.437, -0.111], [1.334, -0.188, -1.223], [0.096, 2.026, 0.464], [-1.106, -1.620, 1.427], [-0.697, 1.084, -1.629], [1.284, 1.709, 0.543]], "forces_ev_per_a": [[-0.9, 0.6, 0.4], [-0.2, -0.5, -0.8], [2.4, -1.4, 0.2], [-1.6, 2.7, -1.6], [0.1, 1.1, -0.5], [-3.3, 0.0, -0.9], [-0.6, -0.7, 0.8], [0.4, -1.3, 1.6], [3.7, -0.6, 0.7]], "energy_ha": -1004.21444, "e_homo_ev": [-8.540, -9.668], "relative_energy_kcal_mol": 38.46, "homo_lumo_gap_ev": [9.1520, 6.7902], "multiplicity": 3}



[2]
{"formula": "C2H3NOS3", "method": "ωB97M-V/def2-TZVPD", "species": ["S", "C", "C", "N", "O", "S", "H", "S", "H", "H"], "positions_angstrom": [[1.961, -1.196, 0.839], [1.084, -0.805, -0.519], [-0.235, -1.222, -0.833], [-0.712, -0.814, -1.964], [0.063, 0.013, -2.609], [1.524, 0.319, -1.754], [-0.941, -1.983, -0.330], [-0.510, 1.489, 2.776], [-1.126, 1.391, 1.574], [-1.108, 2.809, 2.820]], "forces_ev_per_a": [[-0.4, 0.2, -1.0], [1.4, 0.4, 1.7], [-2.7, -1.9, -0.7], [-0.9, -0.8, 1.0], [1.4, 1.1, -0.5], [-0.5, -0.6, 0.0], [1.8, 1.4, -0.4], [-1.3, 2.3, -0.5], [0.3, -0.4, 0.2], [1.0, -1.9, 0.3]], "smiles": "S=c1cnos1.S", "energy_ha": -1402.45775, "e_homo_ev": [-9.092, -9.093], "relative_energy_kcal_mol": 59.62, "homo_lumo_gap_ev": [7.9344, 7.9351], "multiplicity": 1}



[3]
{"formula": "C2H3NS2", "method": "ωB97M-V/def2-TZVPD", "species": ["S", "C", "N", "C", "S", "H", "H", "H"], "positions_angstrom": [[2.635, -0.509, -0.128], [1.022, -0.699, 0.105], [0.224, 0.383, 0.049], [-1.167, 0.390, -0.099], [-2.308, -0.764, -0.089], [0.515, -1.622, 0.268], [0.632, 1.373, 0.050], [-1.553, 1.448, -0.156]], "forces_ev_per_a": [[-0.6, -0.5, 0.3], [2.0, 0.9, -0.5], [-1.9, 2.5, -0.1], [-0.4, 1.3, 0.6], [0.8, -0.2, -0.1], [-0.3, -0.6, 0.0], [-0.3, -2.4, -0.2], [0.7, -1.0, -0.1]], "smiles": "S=CNC=S", "energy_ha": -929.10763, "e_homo_ev": -8.971, "relative_energy_kcal_mol": 6.08, "homo_lumo_gap_ev": 7.9416, "multiplicity": 1}



[4]
{"formula": "C2H3NS3", "method": "ωB97M-V/def2-TZVPD", "species": ["S", "C", "C", "S", "N", "S", "H", "H", "H"], "positions_angstrom": [[-0.586, 2.211, -0.176], [0.291, 1.053, 0.491], [0.698, -0.304, -0.015], [2.343, -0.604, -0.030], [-0.234, -1.271, -0.288], [-1.944, -1.259, 0.148], [0.896, 1.299, 1.360], [0.154, -2.164, -0.570], [-2.345, -0.316, -0.711]], "forces_ev_per_a": [[-0.4, -0.3, -0.4], [0.8, -0.2, 0.0], [-0.1, -1.0, 0.6], [-1.2, 0.3, -0.3], [-0.3, 1.0, 0.2], [1.3, 0.0, -0.1], [-0.1, -0.1, 0.2], [-0.2, 0.1, 0.0], [0.0, 0.0, -0.2]], "smiles": "S=CC(=S)NS", "energy_ha": -1327.26839, "e_homo_ev": -8.930, "relative_energy_kcal_mol": 30.28, "homo_lumo_gap_ev": 7.6548, "multiplicity": 1}



[5]
{"formula": "C2H3NS3", "method": "ωB97M-V/def2-TZVPD", "species": ["S", "C", "N", "S", "C", "S", "H", "H", "H"], "positions_angstrom": [[1.819, 1.238, 0.741], [1.036, -0.181, 1.127], [0.199, -0.904, 0.354], [0.016, -0.432, -1.163], [-1.077, 0.724, -1.313], [-1.693, 1.649, -0.208], [1.173, -0.920, 2.045], [-0.003, -1.963, 0.686], [-1.470, 0.790, -2.269]], "forces_ev_per_a": [[-1.1, -1.8, 0.8], [1.6, -1.1, 2.3], [-0.4, -2.5, 2.8], [2.2, -3.4, -4.0], [-1.6, 1.2, 0.9], [-1.1, 1.6, 2.0], [0.3, 2.4, -1.1], [0.3, 3.5, -1.3], [-0.2, 0.1, -2.3]], "smiles": "S=CNSC=S", "energy_ha": -1327.23547, "e_homo_ev": -8.537, "relative_energy_kcal_mol": 50.94, "homo_lumo_gap_ev": 8.2956, "multiplicity": 1}



[6]
{"formula": "C2H3NS3", "method": "ωB97M-V/def2-TZVPD", "species": ["C", "C", "N", "S", "S", "S", "H", "H", "H"], "positions_angstrom": [[-2.337, -0.093, 0.328], [1.178, -0.822, 0.405], [0.864, 1.229, -1.108], [-2.216, 0.474, -1.096], [-2.474, -0.663, 1.792], [1.868, 0.542, -0.153], [1.744, -1.367, 1.082], [0.285, -1.469, 0.218], [1.088, 2.169, -1.468]], "forces_ev_per_a": [[-0.3, -0.3, 0.9], [-0.6, -0.2, -0.8], [-0.1, 0.6, -0.5], [0.0, -0.1, 0.0], [0.2, 0.3, -0.9], [-1.7, -0.8, 0.1], [1.7, -0.4, 1.2], [0.4, 1.6, -0.6], [0.5, -0.8, 0.5]], "energy_ha": -1327.23007, "e_homo_ev": -8.695, "relative_energy_kcal_mol": 54.33, "homo_lumo_gap_ev": 8.6990, "multiplicity": 1}



[7]
{"formula": "C2H3O2", "method": "ωB97M-V/def2-TZVPD", "species": ["C", "C", "O", "O", "H", "H", "H"], "positions_angstrom": [[0.814, 0.311, -0.007], [-0.985, -0.188, 0.083], [-0.279, 1.010, -0.026], [0.321, -0.864, 0.135], [2.785, 1.469, 0.247], [-1.522, -0.493, 1.046], [-1.328, -0.421, -1.007]], "forces_ev_per_a": [[0.7, 0.9, 0.8], [-1.1, -2.9, -1.7], [0.8, 2.5, 0.4], [1.5, -0.7, 0.0], [-1.7, -1.1, -0.3], [0.3, 1.1, -1.6], [-0.5, 0.2, 2.4]], "energy_ha": -227.93391, "e_homo_ev": [-17.640, -18.328], "total_charge": 1, "relative_energy_kcal_mol": 126.94, "homo_lumo_gap_ev": [8.6038, 11.5300], "multiplicity": 1}



[8]
{"formula": "C2H3O2P", "method": "ωB97M-V/def2-TZVPD", "species": ["O", "C", "P", "C", "O", "H", "H", "H"], "positions_angstrom": [[0.687, -1.974, -0.763], [0.804, -1.004, -0.048], [-0.363, -0.276, 1.149], [-0.396, 1.185, -0.002], [-1.202, 2.072, 0.095], [1.659, -0.457, -0.089], [-1.685, -0.764, 0.336], [0.496, 1.218, -0.678]], "forces_ev_per_a": [[-0.1, 0.6, 0.6], [-2.3, -3.3, -0.6], [-3.0, -0.8, -1.6], [0.3, 1.1, 0.9], [0.3, -0.4, -0.5], [3.2, 2.0, -0.2], [2.2, 0.5, 1.6], [-0.5, 0.4, -0.2]], "smiles": "O=CPC=O", "energy_ha": -569.75306, "e_homo_ev": -9.928, "relative_energy_kcal_mol": 50.09, "homo_lumo_gap_ev": 9.7392, "multiplicity": 1}



[9]
{"formula": "C2H3O2Tb", "method": "ωB97M-V/def2-TZVPD", "species": ["C", "C", "O", "O", "H", "H", "Tb", "H"], "positions_angstrom": [[-1.697, 0.325, -0.003], [-1.231, -1.042, 0.091], [0.102, -1.303, 0.017], [-0.636, 1.156, -0.090], [-1.996, -1.039, -0.898], [-0.890, 2.083, -0.183], [1.468, 0.252, 0.134], [-1.807, -1.533, 0.902]], "forces_ev_per_a": [[2.8, 0.9, 1.2], [-1.4, -0.9, -0.1], [-2.7, 0.4, -0.2], [-2.5, 0.2, -0.6], [1.3, -1.1, 0.5], [-0.4, 0.8, -0.2], [2.9, 0.1, 0.2], [-0.1, -0.4, -0.8]], "energy_ha": -1052.07717, "e_homo_ev": [-18.519, -17.768], "total_charge": 2, "relative_energy_kcal_mol": 3.88, "homo_lumo_gap_ev": [5.6236, 7.8060], "multiplicity": 7}



[10]
{"formula": "C2H3O3", "method": "ωB97M-V/def2-TZVPD", "species": ["C", "C", "O", "O", "O", "H", "H", "H"], "positions_angstrom": [[-0.809, -2.621, 0.007], [-0.234, -0.044, 0.574], [-0.999, -3.539, 0.722], [-0.630, -2.352, -1.155], [-0.953, -1.097, 1.025], [0.372, 0.360, 1.511], [-0.848, 0.725, -0.035], [0.594, -0.302, -0.173]], "forces_ev_per_a": [[-0.4, 2.0, -0.7], [1.7, 0.9, -0.2], [-0.2, -1.1, 1.4], [0.3, 0.5, 0.1], [-0.2, -2.0, -0.9], [-1.2, 0.2, -1.8], [0.7, -0.4, 1.3], [-0.8, 0.0, 0.7]], "energy_ha": -303.76194, "e_homo_ev": -4.149, "total_charge": -1, "relative_energy_kcal_mol": 14.92, "homo_lumo_gap_ev": 8.6577, "multiplicity": 1}



[11]
{"formula": "C2H3O3", "method": "ωB97M-V/def2-TZVPD", "species": ["C", "C", "O", "O", "O", "H", "H", "H"], "positions_angstrom": [[-0.373, -0.268, 0.293], [0.450, 0.443, -0.393], [3.264, -2.073, -2.302], [1.939, -1.043, -1.068], [2.575, -1.091, -2.185], [-1.418, 0.166, 0.430], [-0.144, -1.223, 0.529], [0.795, 1.372, -0.855]], "forces_ev_per_a": [[-0.5, 3.5, -1.9], [-1.0, 0.1, 0.0], [0.1, 0.0, -0.4], [-0.6, 0.7, 0.6], [-0.1, -0.1, 0.5], [1.4, -0.3, 0.2], [0.4, -3.3, 1.0], [0.3, -0.8, 0.0]], "energy_ha": -303.04013, "e_homo_ev": [-17.407, -17.418], "total_charge": 1, "relative_energy_kcal_mol": 233.65, "homo_lumo_gap_ev": [9.6571, 9.6995], "multiplicity": 1}



[12]
{"formula": "C2H3O3S", "method": "ωB97M-V/def2-TZVPD", "species": ["C", "C", "O", "O", "O", "S", "H", "H", "H"], "positions_angstrom": [[-1.486, 0.118, -0.481], [0.702, -0.204, -0.103], [0.394, -2.754, -0.483], [1.868, -1.539, -2.144], [-0.586, -0.179, 0.424], [0.588, -1.630, -1.430], [-2.446, 0.149, -0.002], [0.986, 0.896, -0.469], [1.460, -0.615, 0.596]], "forces_ev_per_a": [[1.4, 0.8, -0.7], [2.3, 1.3, -1.4], [0.7, -0.4, 0.2], [1.0, -0.3, 0.1], [-1.8, 0.3, 0.4], [-1.4, 1.0, -0.2], [-0.9, -0.5, 1.2], [-0.5, -2.6, 0.5], [-0.7, 0.4, 0.0]], "energy_ha": -701.81963, "e_homo_ev": -2.955, "total_charge": -1, "relative_energy_kcal_mol": 109.94, "homo_lumo_gap_ev": 7.0099, "multiplicity": 1}



[13]
{"formula": "C2H3O3Si", "method": "ωB97M-V/def2-TZVPD", "species": ["O", "C", "C", "O", "Si", "O", "H", "H", "H"], "positions_angstrom": [[-1.743, 1.192, 1.514], [-1.647, 0.658, 0.452], [-1.415, 0.544, -1.014], [0.280, 0.561, -1.121], [1.245, -0.285, -0.158], [-1.700, -0.583, -0.038], [2.421, -0.570, -0.896], [0.785, -1.763, 0.188], [1.773, 0.245, 1.073]], "forces_ev_per_a": [[-0.2, 0.0, 0.8], [0.5, -0.4, -2.5], [1.6, 0.9, 0.5], [-2.0, 0.4, 0.3], [-0.9, -2.2, -0.1], [-0.4, -0.3, 1.1], [1.3, -0.1, -0.9], [0.2, 1.3, -0.1], [-0.1, 0.6, 0.9]], "smiles": "[O-]C1=C(O[SiH3])O1", "energy_ha": -593.17255, "e_homo_ev": -3.863, "total_charge": -1, "relative_energy_kcal_mol": 46.69, "homo_lumo_gap_ev": 7.9131, "multiplicity": 1}



[14]
{"formula": "C2H3O3Si", "method": "ωB97M-V/def2-TZVPD", "species": ["C", "C", "O", "O", "O", "Si", "H", "H", "H"], "positions_angstrom": [[1.446, -0.528, 0.036], [0.684, 0.845, 0.055], [2.619, -0.580, -0.229], [0.482, -1.421, 0.043], [1.002, 2.074, -0.224], [-1.028, -0.108, 0.051], [-1.630, -0.944, -1.007], [-2.141, 0.921, -0.212], [-1.434, -0.260, 1.486]], "forces_ev_per_a": [[-0.4, 1.1, -0.8], [-0.7, 4.5, -1.8], [0.9, -1.0, 0.3], [1.1, 1.1, 0.4], [-0.6, -5.9, 1.6], [-1.0, 0.8, 0.4], [0.2, -0.6, -0.1], [0.4, 0.5, 0.1], [0.2, -0.6, -0.1]], "energy_ha": -593.24084, "e_homo_ev": -4.359, "total_charge": -1, "relative_energy_kcal_mol": 3.84, "homo_lumo_gap_ev": 8.2399, "multiplicity": 1}



[15]
{"formula": "C2H3O3Tb", "method": "ωB97M-V/def2-TZVPD", "species": ["O", "C", "Tb", "H", "H", "H", "O", "C", "O"], "positions_angstrom": [[0.987, -0.840, 0.191], [1.551, -2.102, 0.116], [1.349, 1.338, -0.049], [1.973, -2.331, -0.882], [2.367, -2.236, 0.854], [0.797, -2.887, 0.322], [0.123, 0.919, 2.456], [0.712, 0.127, 3.094], [1.256, -0.453, 3.937]], "forces_ev_per_a": [[0.6, 3.6, -0.3], [0.4, -1.4, 0.0], [-0.9, -2.9, 0.5], [-0.2, 0.2, 0.3], [-0.3, 0.1, -0.2], [0.3, 0.4, -0.1], [0.5, -0.3, -1.0], [0.0, 0.6, 2.3], [-0.4, -0.2, -1.6]], "energy_ha": -1127.91028, "e_homo_ev": [-13.188, -13.135], "total_charge": 1, "relative_energy_kcal_mol": 0.00, "homo_lumo_gap_ev": [9.1206, 7.6023], "multiplicity": 8}



[16]
{"formula": "C2H3OPS", "method": "ωB97M-V/def2-TZVPD", "species": ["C", "C", "S", "P", "O", "H", "H", "H"], "positions_angstrom": [[0.746, 1.157, -0.906], [-0.036, 0.129, -0.726], [-1.023, 0.221, 0.662], [-0.662, -2.067, 1.419], [-0.844, -2.096, 2.842], [1.140, 1.386, -1.774], [0.628, 1.980, -0.175], [0.051, -0.711, -1.342]], "forces_ev_per_a": [[-2.0, 1.6, 3.6], [0.6, 0.0, 0.7], [-0.9, -2.8, 1.9], [0.0, 2.3, -2.3], [-0.3, -0.2, 1.7], [2.6, 0.7, -4.1], [0.5, -0.4, -0.5], [-0.5, -1.3, -1.0]], "smiles": "C=CSP=O", "energy_ha": -892.73973, "e_homo_ev": -8.743, "relative_energy_kcal_mol": 14.99, "homo_lumo_gap_ev": 7.5605, "multiplicity": 1}



[17]
{"formula": "C2H3ORb", "method": "ωB97M-V/def2-TZVPD", "species": ["H", "O", "C", "C", "H", "H", "Rb"], "positions_angstrom": [[-2.848, -0.178, -1.147], [-1.151, 0.740, -0.076], [-1.944, -0.260, -0.201], [-3.223, -0.332, 0.384], [-3.746, -1.291, 0.301], [-3.404, 0.216, 1.318], [1.854, 0.008, 0.348]], "forces_ev_per_a": [[1.5, -0.9, -0.1], [1.5, -0.6, 0.7], [-2.8, 1.5, -1.8], [1.4, -1.0, 1.7], [0.0, 0.5, -0.4], [-0.4, 0.3, 0.1], [-1.2, 0.2, -0.2]], "energy_ha": -177.16336, "e_homo_ev": -5.094, "relative_energy_kcal_mol": 57.58, "homo_lumo_gap_ev": 3.8820, "multiplicity": 1}



[18]
{"formula": "C2H3OS3", "method": "ωB97M-V/def2-TZVPD", "species": ["C", "C", "O", "S", "S", "S", "H", "H", "H"], "positions_angstrom": [[1.137, 0.504, 0.296], [0.625, -0.671, -0.389], [-2.240, -0.135, 0.188], [0.516, 2.031, 0.373], [0.119, -0.718, -1.959], [2.626, 0.232, 0.924], [0.771, -1.566, 0.016], [-1.919, 0.260, 0.986], [-1.634, 0.062, -0.434]], "forces_ev_per_a": [[0.1, 1.1, 0.5], [-0.6, 2.9, -3.5], [-3.9, -1.6, 3.0], [-1.5, 0.5, -0.4], [0.2, 0.2, 0.5], [1.6, -1.3, 0.5], [0.5, -3.5, 2.3], [0.3, 0.5, 0.5], [3.2, 1.2, -3.3]], "energy_ha": -1347.82959, "e_homo_ev": -3.677, "total_charge": -1, "relative_energy_kcal_mol": 19.02, "homo_lumo_gap_ev": 6.3090, "multiplicity": 1}



[19]
{"formula": "C2H3OSm", "method": "ωB97M-V/def2-TZVPD", "species": ["H", "O", "C", "C", "H", "H", "Sm"], "positions_angstrom": [[-0.680, 0.074, -1.299], [0.950, -0.924, -0.285], [-0.299, -0.558, -0.335], [-0.875, 0.461, 0.391], [-1.959, 0.583, 0.323], [-0.411, 0.802, 1.324], [3.273, -0.437, -0.119]], "forces_ev_per_a": [[0.1, -2.9, -0.1], [1.8, -0.4, 0.5], [-0.5, 4.8, -2.3], [0.0, -1.6, 2.3], [0.4, 0.4, -0.5], [-0.2, 0.0, 0.2], [-1.7, -0.4, -0.1]], "energy_ha": -811.02458, "e_homo_ev": [-5.755, -7.294], "relative_energy_kcal_mol": 22.30, "homo_lumo_gap_ev": [5.6572, 7.0251], "multiplicity": 8}



[20]
{"formula": "C2H3OYb", "method": "ωB97M-V/def2-TZVPD", "species": ["H", "O", "C", "C", "H", "H", "Yb"], "positions_angstrom": [[1.449, 0.621, -0.266], [-0.533, 1.171, -0.227], [0.432, 0.337, 0.078], [0.321, -0.933, 0.524], [1.221, -1.503, 0.756], [-0.654, -1.372, 0.753], [-2.236, 1.679, -1.618]], "forces_ev_per_a": [[-0.4, 0.3, 0.6], [-1.4, 0.6, -0.8], [0.8, -1.2, -0.9], [-0.2, 0.4, 0.3], [-0.3, 0.1, -0.2], [0.3, 0.1, 0.0], [1.2, -0.3, 1.0]], "energy_ha": -1311.83995, "e_homo_ev": [-6.123, -7.505], "homo_lumo_gap_ev": [6.0410, 6.8743], "multiplicity": 2}